Molecular formula: H80O40
Method: DFT, wB97M-V/def2-TZVPD

Values from the calculation:
**Energy relative to the best compared isomer or geometry (same formula, charge and spin)**: 213.2 kcal per mole
**LUMO energy**: -0.60 eV
**HOMO energy**: -10.2298 eV
**Kohn-Sham gap**: 9.63 eV

Structure (ORCA input):
```
! RIJCOSX wB97M-V def2-TZVPD def2/J DEFGRID3
* xyz 0 1
H -3.05 2.57 4.66
H -3.86 5.20 -0.09
H -4.60 -0.57 5.03
H 0.86 0.25 0.29
H -2.33 -4.40 -3.27
H -4.73 -2.50 -1.45
O -3.08 0.89 -3.01
H -2.25 4.06 -2.12
O -3.63 -4.27 2.20
H -3.35 -0.65 1.53
H -0.46 -1.76 3.95
O -2.03 -2.80 5.77
H 5.24 -2.99 2.21
O -0.66 1.88 2.62
O 5.85 -1.55 -0.77
H 2.68 5.08 -0.35
H 0.10 1.76 -2.38
O -5.64 0.60 -2.99
H -1.11 5.68 -1.82
H 4.95 -2.75 -2.40
H 5.43 -0.71 -0.95
H -1.46 2.11 -6.09
O -2.57 -1.74 -4.10
H 1.98 -5.30 -1.25
O -0.37 6.28 -1.61
O -0.76 -4.47 2.03
H 2.64 -4.34 1.72
O 4.92 2.71 2.44
H 1.25 1.48 2.27
H -0.37 0.19 -0.54
O -3.81 -2.44 -1.70
H -3.49 0.35 2.61
H 5.88 -1.81 0.10
H 2.92 1.55 0.47
O -1.99 3.21 -2.44
H 0.91 2.80 -1.53
O 2.87 0.89 -0.22
O 2.70 4.60 3.22
O -1.57 -4.90 -3.46
H 3.28 -2.07 -4.98
H 2.90 5.58 -1.62
H -2.37 -1.96 5.45
O 0.83 2.37 -2.37
H -0.37 1.08 -6.02
O 4.73 -2.97 1.38
H 0.09 -0.61 4.89
H 1.84 -1.19 0.88
O 1.59 -6.10 -0.86
O -0.74 5.98 1.47
H 2.18 0.55 -3.27
H 4.80 -3.61 0.68
H -3.05 -2.15 -3.36
H -6.11 -0.20 -3.24
H -0.72 5.35 0.75
H 2.00 0.96 3.47
O 0.31 0.82 -0.26
H 4.42 0.35 3.10
H -3.64 2.99 3.46
H 3.76 -3.44 -1.79
H -0.89 -5.34 2.40
H -3.05 -2.70 1.26
H 0.73 0.32 -3.86
H 0.23 5.99 1.45
H -0.96 -4.84 -2.70
O -3.09 2.24 3.73
O -2.80 0.00 2.04
O 0.67 4.27 -4.09
O -0.66 1.90 -5.61
H -1.19 2.26 1.90
H 0.89 -6.37 -1.47
H -2.02 -3.52 -1.39
H -3.71 3.89 -0.63
O 0.91 -1.28 1.15
H -0.80 3.52 5.09
O -1.15 -3.72 -1.11
H -3.95 0.40 4.12
O 1.51 -0.09 -3.51
O -4.74 -0.13 4.20
H 4.44 2.97 1.68
O 2.37 -2.01 -5.29
O 2.30 4.91 -1.24
H -1.80 -0.46 -1.74
H -2.23 0.62 -3.30
H -2.01 -2.57 0.19
H -1.82 -2.29 -4.38
H 5.66 0.11 2.25
O -1.03 2.61 5.31
H 0.66 -2.19 0.96
H -3.42 -2.04 -0.83
H 0.17 -4.52 1.73
H -0.65 -0.87 -2.65
O -0.37 -1.43 4.86
O -2.72 -2.04 0.57
H 1.95 -2.02 -0.80
H -3.19 1.85 -2.90
H -2.71 -4.16 1.99
H 2.76 -3.06 2.46
O -1.29 -1.23 -2.02
O 4.83 -0.30 2.53
O 2.13 -3.77 2.33
O 4.68 -3.64 -2.04
H -3.80 -3.96 3.10
O 2.12 1.50 2.68
H 4.68 3.38 3.11
H -0.43 -3.12 -1.24
H -1.37 3.27 -3.19
H 1.97 4.46 3.85
H 0.94 3.38 -4.35
H 2.14 -1.83 -2.27
H -1.08 -2.74 5.71
H 2.58 3.86 2.59
H -0.88 0.92 2.55
O -3.17 4.55 -0.15
H 1.85 -2.30 -4.54
O 2.13 -2.53 -1.59
H -1.19 2.22 4.44
H 3.68 0.72 -0.67
H -5.09 0.48 -2.21
H 0.29 5.73 -2.12
H 0.22 4.80 -4.74
*
```


Molecular formula: H80O40
Method: DFT, wB97M-V/def2-TZVPD

Values from the calculation:
**Energy relative to the best compared isomer or geometry (same formula, charge and spin)**: 176.8 kcal per mole
**LUMO energy**: -0.59 eV
**HOMO energy**: -9.5721 eV
**Kohn-Sham gap**: 8.99 eV

Structure (ORCA input):
```
! RIJCOSX wB97M-V def2-TZVPD def2/J DEFGRID3
* xyz 0 1
H -3.08 3.27 -4.00
H 5.13 -0.74 -1.88
H -1.31 -0.15 1.21
H -2.71 6.23 -0.25
O -3.59 -3.90 -1.65
O -0.77 -0.90 0.87
O 2.25 -1.95 -3.64
H 4.25 1.98 0.59
H 0.97 3.77 -4.21
H -1.70 4.76 -3.13
H -3.50 5.08 0.57
H 2.58 0.13 0.77
O 2.20 -3.16 -0.37
H 1.65 -3.21 -1.15
H 1.21 -0.82 -6.70
H -0.30 -0.75 -1.40
H -1.78 -3.63 1.27
H -0.83 2.57 0.68
O -2.88 5.29 -0.14
O 0.94 4.92 1.69
O 0.42 0.18 4.05
O -3.18 -0.30 2.20
H -0.68 1.46 4.83
O 1.79 -2.09 4.88
H -2.85 2.73 -5.46
O -1.46 -5.37 0.27
H -0.95 -1.73 1.31
O 1.73 0.00 1.21
O 1.54 3.08 -0.83
H 0.94 1.10 -2.53
H -0.48 1.22 -2.45
O 6.20 1.97 0.29
O -4.87 -4.73 0.44
O 4.89 4.60 1.11
H -5.36 -0.10 -2.10
H 1.54 -3.01 4.90
O -3.49 3.01 -4.82
H 0.75 3.60 -0.82
O -0.85 -3.50 -3.56
H -2.45 -2.90 2.37
O 3.89 1.80 -3.72
H -1.39 -6.34 0.12
H -2.34 -0.45 2.65
O 3.41 2.37 0.80
H -4.54 -4.57 -0.45
O -1.59 -3.21 2.13
H 2.51 -2.17 0.96
H 4.19 5.18 1.38
O -1.79 3.89 -2.80
O 1.50 -6.53 -1.28
O 4.92 -2.76 4.33
O 3.06 1.86 3.52
H 2.02 -4.00 0.11
H -0.16 -4.16 -3.68
O 1.08 -5.03 1.10
H 1.97 -1.97 5.83
H 3.84 2.48 3.54
H 1.37 2.45 -0.15
O -0.96 3.25 0.02
H -1.09 4.19 0.19
H -2.83 -1.26 -2.57
O 0.26 1.07 -1.85
H -4.90 -2.04 1.07
H 1.86 -1.53 -2.88
O 5.57 0.08 -2.15
H -1.74 3.75 -1.86
H -2.64 3.07 4.44
H 3.52 1.77 -2.82
O 0.05 -1.66 -1.44
H -3.05 2.10 -1.94
H 4.58 3.90 0.55
O 2.07 -1.22 -6.52
H 6.37 2.75 -0.27
O 1.00 2.84 -4.38
H 4.70 -1.82 4.37
H 3.26 1.88 1.66
H -0.82 1.02 2.77
H -2.25 2.36 -0.51
H -5.10 -3.84 0.79
O -1.50 1.53 2.33
H 1.20 -5.71 -1.68
H 1.99 -6.25 -0.51
H -3.49 0.42 2.76
H -4.85 2.56 0.09
H 5.12 0.45 -2.93
H 2.19 -0.89 -5.63
H -0.45 -3.01 -2.83
H -2.80 -1.72 -4.02
H 1.22 4.03 2.00
O -4.61 -2.45 1.91
H -4.27 0.53 -1.25
O -2.99 1.93 -1.00
H -3.03 -4.36 -2.31
H 6.46 1.29 -0.34
O 3.37 -1.91 1.35
H -1.56 1.39 6.17
O -2.95 3.46 3.59
H -1.82 2.13 3.00
H -0.24 -0.30 4.46
H 3.28 2.23 -4.31
H 0.13 2.61 -4.71
O -4.99 3.09 0.88
H 3.56 1.04 3.67
H 1.65 4.96 1.03
H -3.80 -1.91 1.97
H 1.21 -4.97 2.08
H 3.19 -1.98 -3.66
H -4.48 2.89 1.67
H 0.15 -1.96 -0.55
H 4.46 -2.98 3.53
H -1.71 -5.26 -0.67
O -3.37 -1.59 -3.29
O -1.40 1.81 5.37
H -3.14 4.36 3.88
H 1.19 0.43 0.53
O -5.06 -0.05 -1.19
H 0.11 -4.99 1.04
H 4.08 -2.55 1.32
H 1.26 -0.24 3.92
H -3.17 -3.06 -1.63
*
```


Molecular formula: H80O40
Method: DFT, wB97M-V/def2-TZVPD

Values from the calculation:
**⟨S²⟩**: 0.7586
**Energy relative to the best compared isomer or geometry (same formula, charge and spin)**: 308.1 kcal per mole
**LUMO energy (alpha / beta)**: -3.76 / -10.17 eV
**HOMO energy (alpha / beta)**: -12.3911 / -12.3910 eV
**Kohn-Sham gap (alpha / beta)**: 8.63 / 2.22 eV

Structure (ORCA input):
```
! RIJCOSX wB97M-V def2-TZVPD def2/J DEFGRID3
* xyz 1 2
H 6.27 -1.66 -0.12
O 4.14 -0.56 4.14
H -1.41 2.34 -3.58
O -1.78 0.88 1.34
H -3.19 0.86 -1.47
H 3.90 0.70 0.11
O -2.45 -3.87 2.83
O 0.76 3.87 2.13
H -0.52 2.03 0.46
H -0.33 -0.75 5.91
O -2.10 1.49 4.37
H -1.21 0.38 1.87
O 3.28 5.55 -1.20
O -5.02 3.00 3.43
O 3.64 -1.89 -4.27
H 2.45 -3.67 -2.92
H -2.68 -1.86 -4.53
O 1.10 4.73 -2.84
O -0.53 -1.26 6.71
O 1.82 1.81 -1.10
H 1.20 2.41 -1.39
O -0.94 -5.04 -1.48
H -5.01 -2.14 0.78
H -0.24 3.58 0.52
O 0.77 5.39 -0.31
H 2.33 0.87 -2.66
H 4.74 -1.29 3.83
H -1.99 -2.32 0.30
H -0.29 -1.31 2.00
H 1.15 0.98 -1.00
H 3.49 -1.38 -3.41
H -0.24 5.46 -0.47
O 1.17 -1.63 4.38
H -4.24 -3.49 -2.38
H -1.52 -3.78 -0.32
H 3.96 -0.15 3.19
H -2.09 -4.02 4.98
H -1.01 -4.33 -2.14
H -2.61 -2.90 2.91
H 1.72 -4.07 -3.94
H -5.67 -1.10 -0.12
H -0.55 -0.91 -2.34
H -2.05 -6.12 -0.51
H 2.35 2.12 5.93
H -2.53 1.34 1.74
H 4.14 -3.30 0.45
O 3.73 -0.14 -0.17
H -2.22 -0.47 -1.85
H 2.81 6.35 -0.89
H -2.28 2.48 -5.80
O -4.01 -2.80 -1.74
H 1.65 1.82 4.69
H 0.30 -0.62 0.52
H 2.29 1.83 -6.01
O 1.74 -3.42 0.72
O -0.86 -1.05 2.79
H 1.85 -1.06 4.70
H 4.90 2.03 2.42
O -2.99 1.79 -5.63
H 0.75 -0.88 -0.95
H 3.16 -0.73 0.24
H 1.16 3.01 1.79
H -5.10 3.49 -3.05
O 3.90 -2.69 -0.37
H -0.14 2.83 -4.21
H 2.99 -2.65 -0.51
O -1.37 -1.11 -1.99
O 1.64 0.29 -3.04
H 2.25 -0.20 -3.85
H -1.41 1.47 5.07
H 1.43 2.33 -4.73
H -4.04 3.58 0.75
H 1.07 3.92 2.96
H -1.48 -2.34 -3.50
H -3.18 -2.49 -2.17
O 6.30 -1.40 0.86
O 1.89 2.66 5.24
H -4.45 3.47 2.93
O -3.18 3.27 0.94
H 1.91 1.35 0.70
H -3.69 2.89 -2.52
H -0.05 -0.95 3.53
O 1.89 1.66 -5.25
H -2.98 -4.05 1.95
H 0.83 5.09 0.62
H -4.94 2.08 3.10
H -0.59 -0.31 -5.03
H -0.82 -5.89 -1.96
O -2.01 -2.54 -4.24
O 1.55 -3.91 -3.11
H 0.03 -1.24 -6.21
H -2.33 3.51 0.32
O -4.97 -1.21 0.53
H 0.96 -3.95 0.66
H -1.60 -6.17 0.93
H -3.75 2.25 -5.36
O 5.18 1.08 2.47
H 5.75 -0.62 1.00
H 2.64 -1.94 -4.36
O -0.39 -1.14 -5.46
H -2.61 -2.52 5.02
H 2.70 0.78 1.98
O -2.33 1.17 -1.17
O -1.07 2.88 -4.23
O -4.58 2.81 -2.69
H -2.41 1.14 -0.16
O -1.51 -3.17 0.48
H 1.48 -2.72 1.18
H -2.91 1.33 4.76
H 6.13 1.21 2.33
O 0.81 -0.43 -0.19
H 1.51 -2.30 3.85
O 2.30 1.57 1.48
H -0.22 -2.15 6.41
O -2.29 -6.47 0.34
H 1.98 4.95 -3.28
H 3.14 4.83 -0.57
H 1.20 5.31 -2.11
O -2.68 -3.34 5.48
O -0.83 2.97 0.16
*
```


Molecular formula: H8IO4
Method: DFT, wB97M-V/def2-TZVPD

Values from the calculation:
**Energy relative to the best compared isomer or geometry (same formula, charge and spin)**: 27.6 kcal per mole
**LUMO energy**: 3.12 eV
**HOMO energy**: -3.7259 eV
**Kohn-Sham gap**: 6.85 eV

Structure (ORCA input):
```
! RIJCOSX wB97M-V def2-TZVPD def2/J DEFGRID3
* xyz -1 1
H -0.95 6.83 3.11
I 0.19 0.84 1.51
H 3.21 -0.13 -1.90
H -2.29 -2.23 -2.87
H -1.41 -3.48 2.04
O -1.35 -2.30 -2.71
O 3.71 -0.55 -2.59
H 3.94 0.15 -3.20
O -1.33 6.28 2.42
H -0.66 5.62 2.25
H -1.23 -1.96 -1.82
H -0.49 -4.63 1.70
O -1.35 -4.43 2.07
*
```


Molecular formula: H8LiO8P
Method: DFT, wB97M-V/def2-TZVPD

Values from the calculation:
**Energy relative to the best compared isomer or geometry (same formula, charge and spin)**: 0.0 kcal per mole
**LUMO energy**: 4.43 eV
**HOMO energy**: 1.2321 eV
**Kohn-Sham gap**: 3.20 eV

Structure (ORCA input):
```
! RIJCOSX wB97M-V def2-TZVPD def2/J DEFGRID3
* xyz -2 1
O 15.34 -36.01 10.39
H 15.52 -37.03 10.45
H 13.22 -40.76 7.96
O 15.73 -38.27 7.62
O 15.21 -40.58 12.08
O 13.54 -40.38 8.79
H 15.44 -37.36 7.79
H 18.47 -40.27 7.67
O 15.94 -38.56 10.64
H 17.99 -40.57 9.12
H 16.52 -38.18 7.10
P 16.30 -40.04 11.13
H 13.21 -40.96 9.49
Li 15.32 -39.44 9.05
O 16.36 -40.88 9.78
O 17.66 -39.96 11.86
H 16.16 -35.63 10.68
O 18.81 -40.58 8.51
*
```


Molecular formula: H8O12S2Zn
Method: DFT, wB97M-V/def2-TZVPD

Values from the calculation:
**Energy relative to the best compared isomer or geometry (same formula, charge and spin)**: 116.1 kcal per mole
**LUMO energy**: 3.12 eV
**HOMO energy**: 0.2120 eV
**Kohn-Sham gap**: 2.91 eV

Structure (ORCA input):
```
! RIJCOSX wB97M-V def2-TZVPD def2/J DEFGRID3
* xyz -2 1
O -1.06 0.25 1.98
O -0.24 3.71 -1.30
O 0.48 2.01 -2.88
O -2.45 -0.20 -0.30
O -0.22 -1.14 -1.94
O 1.46 -0.28 0.65
S 0.39 2.37 -1.48
O 3.45 -1.40 0.83
Zn -0.37 -0.33 -0.03
H -1.03 -3.05 0.10
O 2.71 -0.24 2.71
H -1.59 -2.18 1.20
H -2.84 0.02 -1.14
O -0.81 -2.32 0.67
H -3.17 -0.17 0.32
O -0.42 1.40 -0.77
H -1.51 0.92 2.50
S 2.78 -0.21 1.31
O 1.73 2.36 -0.92
O 3.55 1.03 0.93
H -0.86 -1.63 -2.44
H -0.40 -0.10 2.57
H 0.41 -0.83 -2.59
*
```


Molecular formula: H8O3S2
Method: DFT, wB97M-V/def2-TZVPD

Values from the calculation:
**⟨S²⟩**: 0.7505
**Energy relative to the best compared isomer or geometry (same formula, charge and spin)**: 22.6 kcal per mole
**LUMO energy (alpha / beta)**: 3.11 / 3.23 eV
**HOMO energy (alpha / beta)**: 0.4271 / -5.7673 eV
**Kohn-Sham gap (alpha / beta)**: 2.68 / 9.00 eV

Structure (ORCA input):
```
! RIJCOSX wB97M-V def2-TZVPD def2/J DEFGRID3
* xyz -1 2
O -2.08 -0.21 -0.91
O -0.56 1.26 1.75
H 0.32 1.25 2.07
H 2.30 0.04 -0.84
H 0.90 -1.81 1.10
H -2.02 -1.13 -1.23
H -0.18 0.30 -1.45
O 0.45 1.03 -1.27
S 3.03 -0.62 0.13
S 1.93 -2.33 0.44
H -2.99 0.09 -0.75
H -0.98 0.40 1.91
H -0.14 1.72 -0.95
*
```


Molecular formula: H8O4
Method: DFT, wB97M-V/def2-TZVPD

Values from the calculation:
**Energy relative to the best compared isomer or geometry (same formula, charge and spin)**: 109.0 kcal per mole
**LUMO energy**: 0.48 eV
**HOMO energy**: -7.7838 eV
**Kohn-Sham gap**: 8.26 eV
**SMILES**: O.O.O.O

Structure (ORCA input):
```
! RIJCOSX wB97M-V def2-TZVPD def2/J DEFGRID3
* xyz 0 1
H 1.19 -2.10 -0.56
H -0.06 2.90 0.68
O -3.42 -0.54 -0.13
H 1.28 2.57 0.18
H 1.03 -1.92 0.90
H -3.76 0.15 0.44
H 0.87 0.32 -0.84
O 1.40 -0.12 -0.23
O 0.43 2.35 0.02
O 1.62 -1.85 0.16
H -2.89 -1.09 0.47
H 2.04 0.52 0.11
*
```


Molecular formula: H8O4
Method: DFT, wB97M-V/def2-TZVPD

Values from the calculation:
**Energy relative to the best compared isomer or geometry (same formula, charge and spin)**: 17.2 kcal per mole
**LUMO energy**: 0.05 eV
**HOMO energy**: -10.8018 eV
**Kohn-Sham gap**: 10.85 eV
**SMILES**: O.O.O.O

Structure (ORCA input):
```
! RIJCOSX wB97M-V def2-TZVPD def2/J DEFGRID3
* xyz 0 1
H 0.93 -1.32 0.20
H 2.17 0.12 3.31
O 0.37 1.50 -2.74
H -2.30 0.63 -0.56
O 0.28 -1.02 0.84
H 0.80 0.72 -3.10
H 0.84 -0.29 2.66
O -1.66 0.15 -1.09
H -0.41 -0.57 0.31
O 1.33 -0.31 3.50
H -2.00 -0.75 -1.16
H -0.33 1.15 -2.16
*
```


Molecular formula: H8O4
Method: DFT, wB97M-V/def2-TZVPD

Values from the calculation:
**Energy relative to the best compared isomer or geometry (same formula, charge and spin)**: 37.3 kcal per mole
**LUMO energy**: 0.60 eV
**HOMO energy**: -11.3164 eV
**Kohn-Sham gap**: 11.91 eV
**SMILES**: O.O.O.O

Structure (ORCA input):
```
! RIJCOSX wB97M-V def2-TZVPD def2/J DEFGRID3
* xyz 0 1
H -1.54 2.92 -1.29
H 0.13 -1.31 4.49
O -0.85 -0.83 -0.12
H 1.04 -1.30 3.39
H -1.70 -1.12 -0.41
O 1.36 -2.03 -2.23
H -0.95 -0.30 0.61
H 1.89 -2.66 -2.63
H -0.62 4.17 -1.08
O 0.59 -0.63 3.90
H 2.05 -1.59 -1.66
O -1.14 3.63 -1.74
*
```


Molecular formula: H8O4Rb
Method: DFT, wB97M-V/def2-TZVPD

Values from the calculation:
**Energy relative to the best compared isomer or geometry (same formula, charge and spin)**: 3.9 kcal per mole
**LUMO energy**: -3.24 eV
**HOMO energy**: -15.4379 eV
**Kohn-Sham gap**: 12.20 eV

Structure (ORCA input):
```
! RIJCOSX wB97M-V def2-TZVPD def2/J DEFGRID3
* xyz 1 1
H 10.71 -30.18 -8.20
H 10.17 -31.48 -8.78
H 6.25 -28.67 -8.24
O 6.99 -28.32 -8.75
H 5.27 -30.92 -11.62
H 10.04 -30.33 -13.43
O 10.08 -30.52 -8.85
H 6.97 -27.36 -8.61
O 9.08 -30.46 -13.43
Rb 7.90 -30.06 -10.80
O 5.78 -31.68 -11.91
H 5.15 -32.34 -12.23
H 8.84 -30.54 -14.36
*
```


Molecular formula: H8O4Tl
Method: DFT, wB97M-V/def2-TZVPD

Values from the calculation:
**Energy relative to the best compared isomer or geometry (same formula, charge and spin)**: 52.8 kcal per mole
**LUMO energy**: -20.98 eV
**HOMO energy**: -25.0503 eV
**Kohn-Sham gap**: 4.07 eV

Structure (ORCA input):
```
! RIJCOSX wB97M-V def2-TZVPD def2/J DEFGRID3
* xyz 3 1
Tl -0.23 0.15 -0.74
H -1.02 3.33 0.52
H 1.06 -0.22 -3.76
H 2.48 0.17 -3.39
O 0.48 0.02 2.07
O -0.59 -2.61 0.22
H -0.85 -3.21 -0.48
O 1.60 0.09 -3.03
H 1.16 0.47 2.56
O -1.22 2.42 0.73
H -0.16 -0.25 2.74
H -1.18 -2.81 0.94
H -1.53 2.44 1.63
*
```


What did the seventh record say?
Molecular formula: H8O3S2
Method: DFT, wB97M-V/def2-TZVPD

Values from the calculation:
**⟨S²⟩**: 0.7505
**Energy relative to the best compared isomer or geometry (same formula, charge and spin)**: 22.6 kcal per mole
**LUMO energy (alpha / beta)**: 3.11 / 3.23 eV
**HOMO energy (alpha / beta)**: 0.4271 / -5.7673 eV
**Kohn-Sham gap (alpha / beta)**: 2.68 / 9.00 eV

Structure (ORCA input):
```
! RIJCOSX wB97M-V def2-TZVPD def2/J DEFGRID3
* xyz -1 2
O -2.08 -0.21 -0.91
O -0.56 1.26 1.75
H 0.32 1.25 2.07
H 2.30 0.04 -0.84
H 0.90 -1.81 1.10
H -2.02 -1.13 -1.23
H -0.18 0.30 -1.45
O 0.45 1.03 -1.27
S 3.03 -0.62 0.13
S 1.93 -2.33 0.44
H -2.99 0.09 -0.75
H -0.98 0.40 1.91
H -0.14 1.72 -0.95
*
```